# 1
ORCA calculation (ωB97M-V/def2-TZVPD) on C10H40KN20O10 as an isolated structure at a distorted geometry.

The geometry in ORCA input format:
```
! wB97M-V def2-TZVPD RIJCOSX def2/J DEFGRID3
* xyz 1 1
N -1.76188 -0.27431 4.46088
H -4.06346 -1.04676 -5.40350
O 1.54089 2.69841 0.73450
H -4.58702 -0.51012 1.33820
C -0.67642 2.27398 -2.37797
C -1.73117 -3.19112 -0.44021
H 4.99931 1.19590 0.26376
H -2.14123 3.54662 -1.96899
H 4.14717 -2.38288 -1.46431
N 2.97769 -0.05602 2.13895
H 5.22167 3.91350 -2.84891
H 1.25320 -5.12475 3.42872
C -4.02472 0.08015 -3.72196
O -1.76361 -1.95385 2.98407
N 0.00811 3.35770 -2.44939
H 1.62375 -3.38127 3.60799
C 2.66070 -1.70792 -2.71514
H 1.58815 -0.23812 -1.88514
H 2.13148 2.73087 3.12901
O -4.16029 1.13063 -3.13603
H -1.27262 -3.37577 4.85269
N -2.36663 -3.74938 -1.37810
O -0.27112 1.13064 -2.26878
N -1.36888 -2.40747 5.12329
H 3.86565 2.03566 1.35655
H 3.05287 0.67950 2.82702
N -4.33875 -0.15466 -5.01818
O -1.87539 0.94562 1.86823
N 3.70666 -2.41006 -2.37277
N -3.79880 1.57381 0.81643
C 0.77132 -3.80836 2.04584
H -0.42398 4.08997 -1.90425
H -5.03587 0.45762 -5.41722
H 2.73329 -1.01338 2.34831
N 4.49901 3.43091 -3.36368
H 2.98168 -0.76645 -0.96723
H 0.02600 -5.63187 1.80238
N -1.91645 2.62568 -2.31748
N 1.12817 -4.15273 3.18451
H -2.64448 -4.46734 0.67001
H 0.99675 3.36275 -2.65591
O -1.03608 -2.16969 -0.52967
O 2.05780 -1.76846 -3.79022
H -3.17971 -0.91427 2.28222
H -0.37148 -4.42766 0.62344
H -2.96063 -4.56177 -1.29265
H 3.98036 -3.09915 -3.05859
H -4.66018 1.15527 0.49559
N -2.14418 -3.59068 0.70580
O 2.41318 2.95277 -3.71979
C -2.98152 0.76162 1.33251
N 0.42883 4.63000 1.35646
C 1.16637 3.54335 1.59062
H -0.00735 5.20761 2.06090
H 1.56591 4.30653 3.43260
O 4.40590 -1.02537 0.65140
H 2.17886 3.39321 -1.21710
C 3.28198 3.21326 -2.92168
C -1.59832 -1.56442 4.09452
H -3.74301 2.58227 0.81532
O 0.89658 -2.66718 1.67996
N 0.24588 -4.75453 1.35291
N 4.24092 1.20021 0.93078
N 1.51604 3.48203 2.85137
N 3.09581 3.48413 -1.63067
H -3.24676 -1.66006 -3.91240
N -3.60867 -0.37081 1.54687
K 0.34621 -0.12123 0.61837
H 0.37643 4.79659 0.36167
H -2.05900 -2.89917 1.43699
H -1.33860 -2.10411 6.08618
H -2.48031 1.81385 -2.10987
H -2.02422 0.17888 3.59723
N 2.36216 -0.87431 -1.75760
H 4.37024 3.49788 -4.36320
H -2.26514 -3.23226 -2.23972
N -3.55731 -1.00516 -3.20902
H 3.74342 4.22546 -1.40459
H -1.50537 0.14665 5.34242
H -3.47071 -1.19073 -2.22000
C 3.87489 -0.02590 1.22446
*
```

Values from the calculation:
energy relative to the best compared isomer or geometry (same formula, charge and spin)	73.63	kJ/mol
calculated total energy	-77622.90085	eV

Atomic partial charges in e from the Mulliken method, atoms 1 to 6:
1 N -0.39
2 H 0.14
3 O -0.24
4 H 0.17
5 C 0.56
6 C 0.47


# 2
ORCA calculation (ωB97M-V/def2-TZVPD) on a 10-piece molecular cluster, C10H40N12O12 overall at a distorted geometry.

The geometry in ORCA input format:
```
! wB97M-V def2-TZVPD RIJCOSX def2/J DEFGRID3
* xyz 0 1
H -5.16447 -4.38530 3.75721
N -6.41853 -2.29305 -2.54862
H -0.06961 -0.53465 5.73137
H -6.83170 -2.75167 -1.74922
N -4.38860 -3.89724 3.33303
H -1.11939 0.68800 -5.63161
O -2.17016 -3.77644 3.07514
C 3.38497 5.01656 1.92123
C -4.78630 3.01655 1.50858
H -2.28749 1.27396 -6.67251
H 2.97089 4.22926 1.29132
H -3.12382 2.57074 0.48544
H 4.68939 7.32026 2.27714
H -0.23811 1.96956 -4.09849
C 0.80441 -0.07861 7.43230
N 6.68651 -1.95615 -6.17697
H 6.95497 -3.90716 2.46507
N -3.86831 3.24961 0.55605
H 0.45020 1.62113 -7.01845
H -3.77894 -5.75692 4.85461
H -2.08628 -5.70068 4.50993
H 3.46880 6.46532 0.39034
H 4.45094 4.85038 2.07677
H 1.85523 1.63764 7.03386
C 3.12282 6.40670 1.42230
O -0.45911 1.57477 -7.32276
C 5.74385 -1.44242 -5.45124
N -5.76898 3.87596 1.47090
O 0.45350 -0.85328 -0.75667
H -2.19893 2.95394 -4.74086
H 2.15984 0.80391 8.51875
H -5.70905 4.80758 1.08541
H 7.02929 -1.24095 -3.90668
O 0.41086 -4.85613 -5.28333
H 0.93148 -4.20987 -4.80632
H 7.66636 -2.05136 -5.95130
H 0.35938 1.18240 5.84669
O 4.54975 -1.32091 -5.79349
H 6.22264 -4.47081 3.93792
O -4.75426 2.05940 2.20232
H 6.44900 -2.16355 -7.13648
O 3.73736 7.43158 2.22370
C -1.35312 1.58490 -6.20524
H -1.19834 3.86337 -5.91829
N 4.13975 -3.79997 3.65745
N -3.01596 -5.34669 4.33530
N 6.11388 -1.11290 -4.31379
H 2.06694 6.62927 1.26839
O 4.76640 -2.95062 1.68939
H 2.26098 5.63416 3.25058
H -4.44671 -3.05198 2.78326
O -6.69937 -0.74265 -4.11366
C -7.11705 -1.42631 -3.20971
H 4.45719 -4.33194 4.45515
H 1.34670 -1.06745 -0.48731
H -3.92516 4.06361 -0.03916
H -0.10328 -1.36812 -0.17258
O 2.90640 4.92350 3.25245
N 0.31747 0.25083 6.23466
H 5.36597 -1.07912 -3.63587
H -9.08958 -0.95149 -3.52927
O 0.93837 -1.19285 7.94316
H 0.54217 -4.63654 -6.20570
C 5.01173 -3.52098 2.72801
N 6.12391 -4.14866 2.98578
C -3.17716 -4.34190 3.54213
H -5.42494 -2.43530 -2.66107
H 3.19256 -3.49839 3.47863
N 1.63078 0.87898 7.66169
H -6.38722 3.82923 2.26820
N -8.40063 -1.46017 -2.99384
H -8.66549 -2.29771 -2.49537
O -0.18673 2.82558 -4.52998
C -1.32083 2.92022 -5.38577
*
```

Values from the calculation:
energy relative to the best compared isomer or geometry (same formula, charge and spin)	288.21	kJ/mol
calculated total energy	-53470.16749	eV
structure (SMILES)	NC(N)=O.NC(N)=O.NC(N)=O.NC(N)=O.NC(N)=O.NC(N)=O.OCCO.OCCO.O.O

Atomic partial charges in e from the Mulliken method, atoms 1 to 6:
1 H 0.17
2 N -0.37
3 H 0.20
4 H 0.17
5 N -0.39
6 H 0.29


# 3
ORCA calculation (ωB97M-V/def2-TZVPD) on a 10-piece molecular cluster, C10H40NO10 overall at a distorted geometry.

The geometry in ORCA input format:
```
! wB97M-V def2-TZVPD RIJCOSX def2/J DEFGRID3
* xyz -1 1
O -5.29487 -12.03999 -31.46581
H -15.10346 -7.78309 -30.96857
H -14.80512 -7.01774 -25.90986
H -8.59327 -11.53603 -33.18092
H -14.59548 -7.72639 -32.39358
N -12.56692 -15.97213 -31.76149
C -11.41704 -15.94039 -30.82537
C -4.73520 -12.12906 -26.36651
C -9.39627 -18.65548 -29.05781
H -13.98893 -5.02976 -26.73038
H -12.88522 -13.23401 -34.47717
H -12.19576 -15.80914 -28.79884
H -8.24553 -12.60052 -34.19966
H -13.41003 -15.91708 -31.20811
H -10.84176 -14.68678 -29.09032
H -10.83587 -17.95944 -31.35852
C -13.77342 -6.74063 -26.12647
O -15.10356 -8.27083 -31.79218
H -10.15405 -18.68130 -28.27473
H -11.22015 -9.86122 -29.83702
O -9.63900 -17.39218 -29.70520
H -9.94682 -5.79131 -32.10584
H -10.69514 -9.65381 -31.56335
C -13.09153 -6.21095 -24.90360
H -6.69392 -11.06962 -26.06231
H -13.80997 -5.54456 -24.42624
O -6.99491 -5.55106 -28.49468
H -12.34995 -14.33568 -29.72423
O -8.20119 -8.80475 -31.02914
H -12.11092 -5.73502 -24.90069
O -12.71048 -12.39398 -34.90150
H -4.83064 -12.51281 -27.38225
H -13.24438 -7.60337 -26.53130
H -10.62165 -15.41640 -31.35537
H -11.93625 -12.05471 -34.45239
C -10.85434 -17.40624 -30.41952
H -9.56167 -19.45787 -29.77677
H -5.80565 -11.50621 -24.65985
H -3.96298 -12.90044 -24.76876
H -4.07091 -11.26615 -26.41357
H -5.97586 -11.36828 -31.42982
O -13.64282 -5.83123 -27.12970
O -3.96051 -13.03660 -25.71905
H -8.38389 -18.70166 -28.65650
C -9.14957 -9.48788 -30.25230
O -8.76690 -11.80636 -34.08259
H -6.88865 -6.49438 -28.37186
H -7.91197 -5.38265 -28.27820
H -5.71195 -12.82396 -31.10849
H -12.91996 -6.97127 -24.14164
H -12.63132 -16.90870 -32.13405
C -10.64954 -9.26254 -30.54702
H -8.97665 -10.56289 -30.30288
H -8.84386 -9.37497 -29.21215
H -9.87459 -4.79572 -30.96765
O -9.53912 -4.96452 -31.84811
H -6.63698 -12.77770 -25.62062
C -6.05537 -11.85673 -25.66129
H -11.60758 -17.93831 -29.83845
C -11.69645 -15.18911 -29.54339
H -10.95309 -8.21616 -30.57935
*
```

Values from the calculation:
calculated total energy	-32980.74665	eV

Atomic partial charges in e from the Mulliken method, atoms 1 to 6:
1 O -0.65
2 H 0.31
3 H 0.20
4 H 0.31
5 H 0.32
6 N -0.63


Short version: orbital gap = 7.83 9.67 4.83 eV, in the order given.